(1)
The following is a DFT calculation (ωB97M-V/def2-TZVPD) of a structure of composition C17H20F6N7O4OsS3.

Structure (XYZ):
```
58
Properties=species:S:1:pos:R:3
Os -0.336 0.162 -0.596
N -0.091 -3.612 0.788
C -1.491 -3.588 0.906
C -2.393 -4.567 1.289
C -3.727 -4.199 1.274
C -4.136 -2.912 0.894
C -3.227 -1.938 0.517
C -1.888 -2.304 0.533
N -0.727 -1.584 0.220
C 0.319 -2.431 0.374
C 1.619 -1.911 0.018
C 2.866 -2.433 -0.074
S 3.944 -1.276 -0.720
C 2.692 -0.152 -0.852
N 1.536 -0.597 -0.420
H 0.497 -4.413 0.981
H -2.083 -5.562 1.580
H -4.477 -4.924 1.558
H -5.192 -2.679 0.891
H -3.560 -0.954 0.213
H 3.207 -3.423 0.189
H 2.831 0.831 -1.278
F -2.503 1.706 -3.305
C -1.654 2.609 -3.792
F -1.751 2.687 -5.091
F -1.846 3.772 -3.213
S 0.057 2.021 -3.355
O -0.075 1.733 -1.871
O 1.004 3.028 -3.633
N 0.244 0.691 -4.140
S 0.160 -0.739 -3.546
O -0.799 -0.737 -2.362
O 1.399 -1.372 -3.241
C -0.775 -1.729 -4.827
F -1.013 -2.904 -4.282
F -1.893 -1.096 -5.097
F -0.007 -1.831 -5.878
C 1.645 3.305 0.111
N 1.744 2.473 1.318
C 3.027 2.569 2.027
C 0.699 1.835 1.836
N -0.247 1.195 1.011
N 0.487 1.754 3.137
C 0.979 2.762 4.093
C -0.372 0.712 3.713
H 2.147 4.250 0.320
H 0.608 3.517 -0.124
H 2.136 2.849 -0.746
H 3.816 2.408 1.293
H 3.095 1.803 2.793
H 3.173 3.554 2.470
H -1.164 1.256 1.458
H 1.262 3.669 3.569
H 1.816 2.381 4.676
H 0.156 2.993 4.767
H -0.325 -0.197 3.117
H -1.404 1.059 3.802
H -0.007 0.485 4.712
```

frontier orbital gap (spin up / spin down)	5.602 / 5.600	eV
energy above the lowest of the compared OMol25 structures with the same formula, charge and spin	8.1	kcal per mole
charge	+3

Here are the natural (NBO) charges for atoms 1 to 4, given in e: 1.49 -0.42 0.09 -0.18

(2)
The following is a DFT calculation (ωB97M-V/def2-TZVPD) of a cluster of 2 separate species, C4H8O in total.

Structure (XYZ):
```
13
Properties=species:S:1:pos:R:3
C -1.419 1.155 -0.138
C -0.995 -0.037 -0.428
C -1.471 -1.272 0.250
H -1.159 1.944 -0.831
H -1.986 1.427 0.748
H -0.662 -0.242 -1.455
H -1.699 -1.989 -0.493
H -2.380 -1.042 0.860
H -0.693 -1.640 0.897
C 2.054 0.288 0.690
O 1.908 -0.004 -0.557
H 1.270 0.423 1.388
H 3.033 0.351 1.091
```

SMILES	C=CC.C=O
frontier orbital gap	9.885	eV
energy above the lowest of the compared OMol25 structures with the same formula, charge and spin	54.7	kcal per mole
charge	0

Here are the natural (NBO) charges for atoms 1 to 4, given in e: -0.42 -0.16 -0.65 0.20

(3)
The following is a DFT calculation (ωB97M-V/def2-TZVPD) of a cluster of 2 separate species, CH8N2 in total.

Structure (XYZ):
```
11
Properties=species:S:1:pos:R:3
N -1.521 -0.691 0.123
N -1.610 0.741 -0.142
H -2.482 -1.031 0.134
H -1.170 -1.101 -0.736
H -0.607 0.991 -0.231
H -1.872 1.161 0.751
C 1.848 -0.001 0.033
H 1.362 -0.639 -0.713
H 2.490 0.707 -0.502
H 2.430 -0.691 0.639
H 1.134 0.554 0.644
```

SMILES	NN.C
frontier orbital gap	9.625	eV
energy above the lowest of the compared OMol25 structures with the same formula, charge and spin	25.0	kcal per mole
charge	0

Here are the natural (NBO) charges for atoms 1 to 4, given in e: -0.68 -0.67 0.34 0.34

(4)
The following is a DFT calculation (ωB97M-V/def2-TZVPD) of a cluster of 4 separate species, CH8O2S2 in total.

Structure (XYZ):
```
13
Properties=species:S:1:pos:R:3
C 1.282 0.035 -0.677
S 1.423 -1.472 -1.599
S 0.697 2.341 0.868
H 2.193 0.627 -0.740
H 0.441 0.638 -1.061
H 1.074 -0.199 0.390
H 0.998 3.339 1.704
H -1.055 1.268 1.391
H -2.528 1.547 1.603
O -1.866 0.863 1.752
H -1.277 -3.672 -1.424
H -0.225 -2.519 -1.178
O -1.157 -2.796 -1.029
```

frontier orbital gap	3.806	eV
energy above the lowest of the compared OMol25 structures with the same formula, charge and spin	130.8	kcal per mole
charge	0

Here are the natural (NBO) charges for atoms 1 to 4, given in e: -0.84 0.27 -0.30 0.25

(5)
The following is a DFT calculation (ωB97M-V/def2-TZVPD) of an isolated molecule of C5H10O3.

Structure (XYZ):
```
18
Properties=species:S:1:pos:R:3
C -0.616 -0.799 -2.443
C -0.234 -0.824 -0.994
O -0.665 -1.628 -0.184
O 0.719 0.158 -0.761
C 0.765 0.646 0.581
C 1.589 -0.256 1.488
C -0.680 0.911 1.195
O -1.549 1.544 0.265
H -1.676 -0.544 -2.524
H -0.419 -1.777 -2.888
H -0.038 -0.055 -2.996
H 1.241 1.632 0.520
H 1.110 -1.229 1.631
H 2.568 -0.453 1.040
H 1.737 0.203 2.470
H -1.166 0.028 1.622
H -0.539 1.596 2.037
H -2.149 0.847 -0.057
```

SMILES	CC(=O)O[C@H](C)CO
frontier orbital gap	11.139	eV
energy above the lowest of the compared OMol25 structures with the same formula, charge and spin	16.1	kcal per mole
charge	0

Here are the natural (NBO) charges for atoms 1 to 4, given in e: -0.72 0.80 -0.60 -0.51

(6)
The following is a DFT calculation (ωB97M-V/def2-TZVPD) of the ion C5H13N with charge -1.

Structure (XYZ):
```
19
Properties=species:S:1:pos:R:3
C 2.643 0.743 0.355
C 1.579 -0.266 -0.086
N 0.257 0.326 -0.188
C -1.473 -0.640 1.226
C -1.013 -0.445 -0.221
C -2.048 0.286 -1.063
H 3.589 0.215 0.199
H 2.569 1.672 -0.218
H 2.492 1.058 1.384
H 1.598 -1.143 0.552
H 1.836 -0.639 -1.088
H 0.259 0.970 -0.972
H -0.629 -0.429 1.895
H -1.766 -1.701 1.313
H -2.256 0.059 1.542
H -0.834 -1.401 -0.734
H -3.025 -0.159 -0.830
H -1.932 0.108 -2.141
H -1.975 1.369 -0.920
```

frontier orbital gap (spin up / spin down)	2.613 / 8.927	eV
energy above the lowest of the compared OMol25 structures with the same formula, charge and spin	14.2	kcal per mole
charge	-1
2S+1	2

Here are the natural (NBO) charges for atoms 1 to 4, given in e: -0.67 -0.38 -0.68 -0.65

Which value of energy above the lowest of the compared OMol25 structures with the same formula, charge and spin does entry 6 give?
14.2 kcal per mole